[1]
The following is a DFT calculation (ωB97M-V/def2-TZVPD) of C37H24BrF9N3O2SSbV as an isolated structure at a distorted geometry.

Computed properties:
HOMO-LUMO gap (spin up / spin down): 6.5 / 6.5 eV
<S²>: 2.02
HOMO energy (spin up / spin down): -10.10 / -10.18 eV
spin multiplicity: 3
energy above the lowest of the compared OMol25 structures with the same formula, charge and spin: 31.46 kcal per mole
total charge: +1
E_LUMO (spin up / spin down): -3.6 / -3.7 eV

Each line ends with the Mulliken charge.
Geometry (Å):
V 0.2967 0.8259 -1.6095  0.386
Br -9.3919 0.3825 -3.9498  -0.154
C -8.4201 0.5375 -2.3408  0.091
C -7.3115 1.3723 -2.2933  -0.654
C -6.5842 1.4674 -1.1213  0.176
C -6.9664 0.7379 0.0044  0.049
C -8.1174 -0.0351 -0.0407  -0.270
C -8.8344 -0.1596 -1.2215  -0.519
N -6.3216 0.8454 1.2759  -0.670
N -5.1088 1.0691 1.3925  -0.262
C -4.1613 0.8378 0.3582  -0.325
C -4.2799 -0.1160 -0.6320  -0.339
C -3.3251 -0.2783 -1.6453  -1.098
C -2.1841 0.4886 -1.6541  0.731
O -1.2548 0.5121 -2.6236  -0.962
C -1.9733 1.3416 -0.5302  0.566
N -0.7583 2.0065 -0.5055  0.224
C -0.5896 3.0080 0.3332  -0.242
C -1.5663 3.3495 1.2794  -1.078
C -2.7152 2.6095 1.3716  -0.561
C -2.9613 1.5751 0.4385  1.137
H -7.0290 1.9479 -3.1636  0.444
H -5.7303 2.1315 -1.0672  0.467
H -8.4306 -0.5579 0.8559  0.436
H -9.7185 -0.7803 -1.2674  0.426
H -5.1564 -0.7512 -0.6277  0.492
H -3.4757 -0.9966 -2.4406  0.550
H 0.3626 3.5213 0.2967  0.499
H -1.3865 4.1824 1.9447  0.520
H -3.4484 2.8071 2.1443  0.539
F 1.9773 2.5888 -4.5008  -0.263
C 2.1420 2.8366 -3.2160  0.180
F 2.7333 4.0081 -3.0844  -0.250
F 0.8765 2.9541 -2.6817  -0.147
C 2.9064 1.6839 -2.4654  1.653
O 2.0177 0.7582 -1.9484  -0.642
C 3.6910 2.2708 -1.2504  0.323
F 4.6299 3.1442 -1.5729  -0.253
F 2.8036 2.8713 -0.4329  -0.265
F 4.2617 1.2862 -0.5540  -0.134
C 3.8675 0.9540 -3.4521  0.370
F 3.1664 0.2982 -4.3696  -0.225
F 4.6775 1.8266 -4.0492  -0.260
F 4.6083 0.0588 -2.8010  -0.149
S 0.1970 -1.2718 -0.7059  -0.438
Sb 2.1428 -1.3158 0.5931  1.193
C 3.7818 -2.1881 -0.3845  1.140
C 5.0913 -2.0039 0.0446  -0.326
C 6.0979 -2.7553 -0.5449  -0.814
C 5.7920 -3.6761 -1.5389  -0.537
C 4.4784 -3.8530 -1.9547  -0.694
C 3.4606 -3.1077 -1.3761  -0.810
C 2.3978 0.3263 1.8786  1.138
C 3.6397 0.6892 2.3905  -0.738
C 3.7143 1.7254 3.3103  -0.779
C 2.5590 2.3839 3.7151  -0.696
C 1.3226 2.0036 3.2107  -0.673
C 1.2349 0.9682 2.2896  -0.744
C 1.4294 -2.7700 1.9531  0.828
C 0.7862 -3.8993 1.4507  -0.557
C 0.1848 -4.7910 2.3259  -0.710
C 0.2171 -4.5518 3.6957  -0.494
C 0.8737 -3.4367 4.1948  -0.714
C 1.4843 -2.5417 3.3242  -0.330
H 5.3407 -1.2914 0.8181  0.348
H 7.1229 -2.6275 -0.2186  0.430
H 6.5832 -4.2595 -1.9920  0.405
H 4.2422 -4.5775 -2.7236  0.426
H 2.4358 -3.2351 -1.7056  0.395
H 4.5440 0.1856 2.0792  0.275
H 4.6765 2.0146 3.7143  0.444
H 2.6233 3.1885 4.4365  0.411
H 0.4219 2.5053 3.5445  0.482
H 0.2678 0.6504 1.9151  0.628
H 0.7326 -4.0779 0.3833  0.313
H -0.3158 -5.6700 1.9401  0.398
H -0.2797 -5.2343 4.3735  0.399
H 0.9091 -3.2593 5.2628  0.405
H 1.9923 -1.6682 3.7182  0.462

[2]
The following is a DFT calculation (ωB97M-V/def2-TZVPD) of a 2-piece molecular cluster, C32H54IN4O3 overall.

Computed properties:
HOMO-LUMO gap: 4.5 eV
HOMO energy: -2.64 eV
total charge: -1
E_LUMO: 1.8 eV

Each line ends with the Mulliken charge.
Geometry (Å):
C 4.6328 1.5402 -0.6399  -1.192
C 4.3082 1.7918 -2.1145  -0.395
C 3.4972 0.6641 -2.7571  -1.066
C 2.2536 0.2739 -2.0141  0.449
N 2.1487 -0.9383 -1.5477  -0.638
C 1.0235 -1.2754 -0.8480  -0.421
C 0.8868 -2.5637 -0.3235  -0.271
C -0.2160 -2.9295 0.4059  0.904
C -0.2983 -4.3567 0.9019  -1.218
C 0.9933 -4.9550 1.4612  -0.820
C 1.5356 -4.2730 2.7122  -0.546
C 0.4793 -4.0766 3.7950  0.813
N 1.0034 -3.7128 5.1118  -0.735
C -1.2591 -1.9679 0.6184  -0.086
C -2.5154 -2.3598 1.3504  -2.348
C -2.6594 -1.7672 2.7579  0.447
C -3.8544 -2.3979 3.4532  -1.438
I -4.3982 -1.3469 5.2249  -0.037
C -1.1534 -0.6966 0.1055  0.629
C -2.2030 0.3691 0.2921  -1.289
C -1.8962 1.3282 1.4713  -1.300
C -1.4727 2.7418 1.0153  0.513
C -0.1612 3.1949 1.6675  -1.411
N 0.1131 4.6368 1.7305  0.169
C -0.3143 5.3828 0.5529  -0.738
C -0.3299 5.2331 2.9589  0.428
C -1.7968 5.1379 3.3191  -0.903
O 0.4483 5.8006 3.6843  -0.561
C -0.0018 -0.3373 -0.6345  0.067
N 0.1147 0.9263 -1.1375  0.654
C 1.1821 1.2067 -1.8057  0.174
O 1.3153 2.4555 -2.3384  -0.428
C 0.3090 2.8505 -3.2873  -1.575
C -0.0736 1.7734 -4.3094  1.299
C -1.3648 1.0320 -3.8962  -1.297
C -0.2150 2.4330 -5.6992  0.558
C -0.5896 1.3890 -6.7556  -1.779
C 1.1017 3.1154 -6.1405  -1.527
H 3.7982 1.0931 -0.1040  0.252
H 5.5011 0.8885 -0.5416  0.332
H 4.8956 2.4790 -0.1526  0.376
H 5.2478 1.8708 -2.6661  0.512
H 3.8094 2.7524 -2.2354  0.205
H 4.1190 -0.2316 -2.7952  0.400
H 3.2485 0.9185 -3.7909  0.225
H 1.6846 -3.2692 -0.5090  0.533
H -0.6077 -4.9818 0.0589  0.316
H -1.0631 -4.4621 1.6641  0.326
H 0.8094 -6.0036 1.7249  0.472
H 1.7781 -4.9739 0.7024  0.395
H 2.3046 -4.9319 3.1206  0.454
H 2.0033 -3.3086 2.4729  0.234
H -0.0740 -5.0099 3.8481  -0.017
H -0.2274 -3.2932 3.5074  -0.791
H 1.7470 -4.3518 5.3659  0.306
H 1.4016 -2.7829 5.0679  0.267
H -2.6020 -3.4410 1.4035  0.792
H -3.3841 -2.0265 0.7748  0.737
H -2.8399 -0.6952 2.6750  0.044
H -1.7634 -1.9238 3.3550  0.264
H -3.6549 -3.4241 3.7480  0.499
H -4.7296 -2.3796 2.8089  0.511
H -2.2422 0.9635 -0.6170  0.227
H -3.1768 -0.1030 0.4180  0.687
H -1.0996 0.8926 2.0749  0.531
H -2.7898 1.4168 2.0890  0.430
H -2.2604 3.4485 1.2821  0.845
H -1.3824 2.7645 -0.0685  -0.379
H -0.1273 2.8024 2.6864  0.584
H 0.6711 2.7194 1.1415  0.159
H 0.1189 6.3823 0.5882  0.365
H 0.0674 4.8791 -0.3328  0.043
H -1.4016 5.4936 0.4615  0.366
H -2.1063 4.0977 3.4025  0.233
H -1.9423 5.6334 4.2752  0.371
H -2.4185 5.6280 2.5711  0.280
H 0.7529 3.7083 -3.7827  0.632
H -0.5744 3.2064 -2.7517  0.140
H 0.7406 1.0527 -4.4175  0.078
H -1.2247 -0.0443 -3.8173  0.210
H -1.7086 1.3716 -2.9216  -0.012
H -2.1716 1.2323 -4.6004  0.586
H -1.0152 3.1777 -5.6624  0.422
H 0.1888 0.6250 -6.7985  0.423
H -1.5340 0.8913 -6.5436  0.387
H -0.6786 1.8579 -7.7351  0.451
H 1.8642 3.0795 -5.3648  0.325
H 1.5073 2.6323 -7.0289  0.482
H 0.9489 4.1629 -6.4010  0.269
C 0.2316 -7.5723 3.9878  -0.438
O 1.2885 -7.6825 3.1758  -0.836
H 0.3727 -6.9082 4.8936  0.069
H -0.7010 -7.1216 3.5110  0.004
H -0.1736 -8.5219 4.4404  0.330

[3]
The following is a DFT calculation (ωB97M-V/def2-TZVPD) of a 2-piece molecular cluster, C4H12 overall at a distorted geometry.

Computed properties:
HOMO-LUMO gap: 12.9 eV
HOMO energy: -11.72 eV
energy above the lowest of the compared OMol25 structures with the same formula, charge and spin: 3.61 kcal per mole
SMILES: CC.CC
E_LUMO: 1.1 eV

Each line ends with the Mulliken charge.
Geometry (Å):
C 0.4443 -1.5961 0.4931  -0.653
C -0.7366 -2.5503 0.1670  -0.960
H 1.2643 -2.1208 0.9853  0.349
H 0.8128 -1.1886 -0.4502  0.237
H 0.0130 -0.8087 1.0998  0.158
H -0.4773 -3.2602 -0.6132  0.290
H -1.5596 -1.9346 -0.1798  0.286
H -1.0377 -3.1407 1.0318  0.288
C -0.2300 2.0993 -1.0042  -0.783
C 0.5125 2.0757 0.3234  -0.778
H -0.8452 2.9755 -1.2149  0.328
H 0.5227 2.0963 -1.7899  0.247
H -0.8980 1.2477 -1.1069  0.224
H 1.1449 2.9537 0.4411  0.320
H -0.0790 2.0464 1.2480  0.275
H 1.1081 1.1607 0.3616  0.172

[4]
The following is a DFT calculation (ωB97M-V/def2-TZVPD) of an isolated molecule of CH4NO2PS at a distorted geometry.

Computed properties:
HOMO-LUMO gap: 9.1 eV
HOMO energy: -8.68 eV
energy above the lowest of the compared OMol25 structures with the same formula, charge and spin: 4.46 kcal per mole
SMILES: OP(O)NC=S
E_LUMO: 0.4 eV

Each line ends with the Mulliken charge.
Geometry (Å):
O -1.5300 -0.2946 -1.5052  -0.548
P -1.0486 0.5265 -0.0623  0.277
O -1.5848 -0.5790 0.9617  -0.413
N 0.6101 0.1433 -0.1494  -0.158
C 1.4841 0.7426 0.6189  -0.048
S 2.7793 -0.0298 1.1734  -0.339
H -1.3715 0.0491 -2.4057  0.317
H -1.3845 -1.4537 0.5854  0.334
H 0.6694 -0.9684 -0.0868  0.316
H 1.3765 1.8639 0.8701  0.261

[5]
The following is a DFT calculation (ωB97M-V/def2-TZVPD) of C30H19Cl2N7O2W as an isolated structure.

Computed properties:
HOMO-LUMO gap (spin up / spin down): 5.7 / 5.9 eV
<S²>: 2.01
HOMO energy (spin up / spin down): -13.09 / -13.11 eV
spin multiplicity: 3
total charge: +2
E_LUMO (spin up / spin down): -7.4 / -7.2 eV

Each line ends with the Mulliken charge.
Geometry (Å):
W -0.0144 -2.0763 -0.1949  0.722
Cl 4.8115 -2.1962 4.6140  -0.157
C 4.0328 -2.2988 3.0900  0.025
C 2.6427 -2.3080 3.0566  -0.849
C 2.0041 -2.3907 1.8332  0.286
N 0.5834 -2.4209 1.6176  -0.088
C -0.3626 -2.6545 2.6374  0.356
O -0.1126 -2.8260 3.7941  -0.576
C -1.7786 -2.6578 2.1248  0.600
C -2.8202 -2.9631 2.9746  -0.644
C -4.1103 -2.9728 2.4649  -0.445
C -4.3072 -2.6690 1.1255  -1.082
C -3.2138 -2.3650 0.3390  -0.032
N -1.9614 -2.3581 0.8250  -0.095
C 2.7443 -2.4476 0.6442  0.304
C 4.1256 -2.4461 0.6789  -0.803
C 4.7703 -2.3722 1.9087  0.142
Cl 6.4834 -2.3647 1.9342  -0.152
N 1.9248 -2.5339 -0.5145  0.085
C 2.3289 -3.1259 -1.6932  0.325
O 3.4489 -3.3640 -2.0543  -0.600
C 1.1266 -3.5316 -2.5196  0.725
C 1.2591 -4.1471 -3.7407  -0.672
C 0.1121 -4.5776 -4.3972  -0.211
C -1.1291 -4.3844 -3.8046  -0.841
C -1.1932 -3.7530 -2.5804  0.164
N -0.0866 -3.3212 -1.9494  -0.101
H 2.0932 -2.2605 3.9816  0.628
H -2.5992 -3.1889 4.0087  0.543
H -4.9493 -3.2124 3.1040  0.476
H -5.2955 -2.6607 0.6884  0.437
H -3.3362 -2.1047 -0.7054  0.623
H 4.7061 -2.5031 -0.2283  0.592
H 2.2531 -4.2942 -4.1408  0.522
H 0.1848 -5.0723 -5.3567  0.475
H -2.0377 -4.7241 -4.2802  0.436
H -2.1359 -3.5907 -2.0755  0.347
N 0.6478 5.0853 -0.4226  -0.004
C 0.1227 6.3475 -0.3663  0.768
C 0.7094 7.6140 -0.4327  -1.052
C -0.1497 8.6799 -0.3387  -0.407
C -1.5499 8.5154 -0.1830  -0.515
C -2.1238 7.2759 -0.1173  -0.789
C -1.2672 6.1637 -0.2110  0.664
N -1.5628 4.8353 -0.1775  -0.567
C -0.4079 4.2127 -0.3044  0.009
C -0.3156 2.7832 -0.3150  1.071
C 0.8874 2.0722 -0.4654  -0.948
C 0.8745 0.7076 -0.4653  -0.107
N -0.2688 -0.0217 -0.3061  -0.526
C -1.4392 0.6690 -0.1529  -0.240
C -1.4974 2.0273 -0.1633  -0.723
H 1.6235 4.8637 -0.5189  0.197
H 1.7753 7.7519 -0.5503  0.399
H 0.2507 9.6837 -0.3840  0.404
H -2.1695 9.3988 -0.1155  0.409
H -3.1895 7.1402 0.0012  0.449
H 1.8380 2.5715 -0.5856  0.377
H 1.7904 0.1413 -0.5769  0.631
H -2.3308 0.0771 -0.0139  0.480
H -2.4395 2.5427 -0.0441  0.554

[6]
The following is a DFT calculation (ωB97M-V/def2-TZVPD) of an isolated molecule of C4H6NP at a distorted geometry.

Computed properties:
HOMO-LUMO gap: 8.5 eV
HOMO energy: -8.62 eV
energy above the lowest of the compared OMol25 structures with the same formula, charge and spin: 50.19 kcal per mole
SMILES: [H]/N=C1/CCC=P1
E_LUMO: -0.1 eV

Each line ends with the Mulliken charge.
Geometry (Å):
H 0.1932 2.1788 -2.4604  0.272
N 0.4182 2.0299 -1.4619  -0.544
C 0.0249 0.9795 -0.9532  0.299
C 0.5126 0.5488 0.8302  -0.633
C -0.1730 -0.7752 1.0175  -0.339
C -0.5372 -1.4997 -0.3103  -0.301
P -0.6581 -0.5127 -1.6354  -0.267
H 1.6072 0.7444 0.6152  0.344
H -0.0379 1.2035 1.5075  0.278
H -1.2047 -0.8124 1.5878  0.255
H 0.5068 -1.5553 1.4388  0.244
H -0.6519 -2.5296 -0.1759  0.391

Number 1: calculated total energy -6794.18591 Ha. Number 2: calculated total energy -1994.15556 Ha. Number 3: calculated total energy -159.57922 Ha. Number 4: calculated total energy -985.30749 Ha. Number 5: calculated total energy -2675.45387 Ha. Number 6: calculated total energy -552.01040 Ha.